This record from the Open Molecules 2025 dataset describes 10 unconnected molecules or ions with the total composition C15H50N10O10 in a non-equilibrium geometry. The level of theory is ωB97M-V with the def2-TZVPD basis set.

Last column: Löwdin charge in e.
Geometry (Å):
N -4.897 4.561 5.721  0.1538
C -4.576 3.523 4.985  -0.8511
N -3.388 3.650 4.455  0.1605
O -5.268 2.607 4.818  0.0901
H -5.853 4.691 6.020  0.1165
H -4.224 5.278 5.951  0.1021
H -3.136 2.873 3.861  0.1214
H -2.821 4.475 4.593  0.1071
N -2.988 2.298 -4.645  0.1586
C -3.975 2.397 -5.471  -0.8170
N -4.500 3.527 -5.287  0.1574
O -4.369 1.590 -6.323  0.0134
H -2.426 1.477 -4.815  0.1238
H -2.930 2.831 -3.789  0.1162
H -5.317 3.756 -5.834  0.1312
H -4.253 4.002 -4.431  0.1166
N 1.138 -0.073 -0.801  0.1685
C 0.118 0.022 -0.059  -0.8170
N -0.562 -1.094 -0.059  0.1620
O -0.135 1.025 0.609  0.0025
H 1.329 -0.967 -1.230  0.1199
H 1.777 0.707 -0.737  0.1334
H -1.416 -1.101 0.480  0.1212
H -0.386 -1.639 -0.891  0.1098
N 5.487 0.480 5.212  0.1446
C 4.741 -0.157 4.308  -0.7673
N 3.606 -0.430 4.823  0.1595
O 5.107 -0.533 3.192  0.0095
H 5.161 0.427 6.166  0.0975
H 6.428 0.801 5.037  0.1139
H 2.857 -0.872 4.309  0.1313
H 3.432 -0.169 5.783  0.1114
N 0.565 -5.212 -5.834  0.1712
C 0.397 -3.940 -5.929  -0.8617
N 0.793 -3.437 -7.036  0.1675
O 0.070 -3.238 -5.027  0.0472
H 0.795 -5.698 -6.689  0.1099
H 0.318 -5.687 -4.977  0.1273
H 1.259 -4.081 -7.660  0.1083
H 0.680 -2.465 -7.287  0.1301
C 8.675 3.946 -0.122  -0.0928
C 7.205 4.048 0.332  -0.3355
O 6.499 3.002 -0.265  -0.0715
H 9.212 3.166 0.417  0.0645
H 9.232 4.870 0.036  0.0649
H 8.765 3.683 -1.176  0.0720
H 6.786 4.962 -0.089  0.1053
H 7.118 4.172 1.411  0.1064
H 6.739 2.204 0.212  0.0862
C -6.755 -1.819 -0.746  -0.1003
C -7.021 -1.074 0.530  -0.3112
O -6.031 -1.588 1.449  -0.1001
H -6.741 -2.885 -0.517  0.0752
H -5.840 -1.474 -1.228  0.0779
H -7.574 -1.710 -1.457  0.0720
H -8.048 -1.157 0.887  0.1064
H -6.788 -0.020 0.381  0.1062
H -5.874 -0.990 2.183  0.0743
C 5.421 -4.722 -1.917  -0.0837
C 5.859 -3.398 -2.542  -0.3589
O 6.750 -2.825 -1.641  -0.0738
H 4.910 -4.379 -1.017  0.0755
H 6.298 -5.354 -1.778  0.0762
H 4.811 -5.240 -2.658  0.0682
H 5.013 -2.750 -2.769  0.1035
H 6.318 -3.497 -3.525  0.1089
H 6.245 -2.557 -0.870  0.0843
C -3.768 -7.356 5.232  -0.0966
C -4.053 -6.044 4.479  -0.3220
O -4.614 -6.276 3.190  -0.0743
H -3.058 -8.009 4.725  0.0687
H -4.678 -7.928 5.409  0.0693
H -3.386 -7.135 6.229  0.0687
H -3.158 -5.423 4.531  0.1054
H -4.851 -5.619 5.088  0.1026
H -4.922 -5.424 2.872  0.0776
C 0.500 6.327 -1.063  -0.0764
C -0.983 6.477 -1.650  -0.2803
O -1.781 5.548 -0.928  -0.0985
H 0.875 5.326 -1.278  0.0680
H 0.625 6.435 0.014  0.0650
H 1.170 7.028 -1.561  0.0618
H -1.045 6.358 -2.732  0.1014
H -1.371 7.484 -1.495  0.0927
H -1.326 5.413 -0.093  0.0658

Values from the calculation:
energy above the lowest of the compared OMol25 structures with the same formula, charge and spin	4.712	eV
HOMO	-0.346	hartree
SMILES string	NC(N)=O.NC(N)=O.NC(N)=O.NC(N)=O.NC(N)=O.CCO.CCO.CCO.CCO.CCO
E_tot	-1901.44761	hartree

***

This record from the Open Molecules 2025 dataset describes 10 unconnected molecules or ions with the total composition C15H50O10 in a non-equilibrium geometry. The level of theory is ωB97M-V with the def2-TZVPD basis set.

Last column: Löwdin charge in e.
Geometry (Å):
C 8.729 23.270 -0.169  -0.0770
C 7.794 24.072 -1.153  -0.2806
O 6.997 23.077 -1.736  -0.0968
H 9.433 23.838 0.396  0.0572
H 9.267 22.452 -0.710  0.0431
H 8.077 22.660 0.527  0.0894
H 8.376 24.545 -1.886  0.0764
H 7.168 24.695 -0.574  0.0945
H 6.915 23.171 -2.701  0.0935
C 9.556 18.328 1.484  -0.0883
C 9.825 18.059 2.923  -0.3475
O 8.728 17.384 3.384  -0.0419
H 8.914 19.193 1.366  0.0630
H 9.116 17.480 0.979  0.0904
H 10.407 18.577 0.874  0.0352
H 10.134 18.820 3.657  0.0988
H 10.695 17.412 2.809  0.1076
H 9.052 16.992 4.179  0.0785
C 8.469 20.459 -2.959  -0.0924
C 8.864 19.793 -1.711  -0.3229
O 10.239 19.945 -1.499  -0.1022
H 7.495 20.061 -3.114  0.0791
H 8.980 20.092 -3.766  0.0504
H 8.344 21.580 -3.045  0.0876
H 8.696 18.687 -1.820  0.1367
H 8.250 20.154 -0.833  0.1352
H 10.588 19.596 -2.343  0.1177
C 14.317 21.055 -2.275  -0.0897
C 14.853 19.722 -1.711  -0.2650
O 14.168 18.801 -2.626  -0.1216
H 14.588 21.880 -1.538  0.0928
H 13.186 20.974 -2.285  0.0697
H 14.653 21.247 -3.254  0.0497
H 14.593 19.618 -0.655  0.0735
H 15.935 19.673 -1.750  0.1049
H 14.771 18.391 -3.295  0.1023
C 15.823 20.100 3.674  -0.0485
C 15.058 20.226 2.286  -0.2567
O 13.631 20.227 2.549  -0.1394
H 15.269 20.704 4.338  0.0297
H 16.826 20.488 3.607  0.0564
H 15.887 19.052 4.032  0.0820
H 15.330 19.400 1.629  0.0874
H 15.216 21.090 1.665  0.0965
H 13.133 20.137 1.704  0.0142
C 12.257 21.251 5.064  -0.1688
O 11.390 20.150 5.068  -0.1267
H 13.205 20.775 5.319  0.0725
H 12.050 22.067 5.767  0.0788
H 12.228 21.633 4.037  0.0601
H 10.527 20.485 4.834  0.0296
C 11.309 21.337 1.299  -0.1329
O 12.152 20.568 0.453  -0.1647
H 11.844 22.297 1.352  0.1091
H 11.173 20.921 2.241  0.0326
H 10.286 21.401 0.934  0.0626
H 11.627 20.168 -0.289  0.0629
C 8.984 22.824 3.463  -0.1092
O 8.937 21.361 3.403  -0.1328
H 9.837 23.242 2.898  0.0821
H 8.995 23.257 4.469  0.0767
H 8.003 23.109 3.134  0.0656
H 8.097 21.101 3.751  0.0731
C 11.053 23.141 -2.779  -0.1526
O 11.215 22.576 -4.092  -0.1061
H 10.162 23.768 -2.577  0.0672
H 11.903 23.791 -2.595  0.0830
H 11.207 22.492 -1.955  0.0377
H 10.439 22.015 -4.274  0.0596
C 12.928 17.391 0.502  -0.1439
O 13.829 16.334 0.225  -0.0647
H 11.854 16.984 0.502  0.0977
H 12.857 18.094 -0.345  0.0625
H 13.185 17.923 1.384  0.0594
H 13.865 15.820 0.949  0.0068

Values from the calculation:
energy above the lowest of the compared OMol25 structures with the same formula, charge and spin	7.356	eV
HOMO	-0.341	hartree
SMILES string	CCO.CCO.CCO.CCO.CCO.CO.CO.CO.CO.CO
E_tot	-1353.64877	hartree

***

This record from the Open Molecules 2025 dataset describes 12 unconnected molecules or ions with the total composition C15H51BN25O12 in a non-equilibrium geometry. The level of theory is ωB97M-V with the def2-TZVPD basis set.

Last column: Löwdin charge in e.
Geometry (Å):
N 3.021 -0.027 -1.456  0.2130
B 2.100 0.940 -1.941  -0.5607
O 2.538 2.206 -2.275  0.1372
N 0.601 0.654 -2.142  0.0485
C -0.210 1.697 -2.149  0.0234
C -1.557 1.472 -2.366  0.0241
C -1.913 0.188 -2.556  0.0127
C -0.987 -0.862 -2.501  -0.0520
N 0.277 -0.618 -2.291  0.1637
H 2.604 -0.691 -0.804  0.0522
H 3.414 -0.568 -2.223  0.1128
H 2.624 2.209 -3.242  0.1348
H 0.181 2.694 -2.016  0.1340
H -2.259 2.289 -2.380  0.1340
H -2.945 -0.065 -2.755  0.1181
H -1.305 -1.881 -2.648  0.1148
C 4.992 3.840 0.648  -0.6741
O 5.469 4.753 1.302  0.0151
N 4.132 4.060 -0.388  0.1656
N 5.272 2.525 0.905  0.1562
H 3.717 3.334 -0.943  0.0527
H 3.912 5.017 -0.611  0.0686
H 5.899 2.330 1.662  0.1019
H 4.890 1.760 0.377  0.0831
C 1.267 6.689 -0.887  -0.6865
O 2.312 6.319 -1.400  0.0134
N 0.497 7.682 -1.429  0.1555
N 0.779 6.146 0.264  0.1744
H -0.363 8.003 -1.025  0.0990
H 0.828 8.112 -2.274  0.1088
H 1.322 5.419 0.695  0.1030
H -0.076 6.436 0.699  0.1023
C 4.023 -3.242 0.643  -0.6678
O 3.806 -2.062 0.370  -0.0155
N 3.095 -4.222 0.496  0.1700
N 5.223 -3.666 1.116  0.1682
H 3.274 -5.189 0.721  0.0749
H 2.194 -3.960 0.146  0.0988
H 5.942 -2.978 1.240  0.1070
H 5.414 -4.626 1.340  0.0790
C -4.605 -2.419 -1.046  -0.6331
O -3.481 -2.276 -1.547  -0.0405
N -4.793 -2.594 0.275  0.1970
N -5.734 -2.409 -1.805  0.1720
H -5.697 -2.706 0.695  0.1167
H -3.981 -2.606 0.864  0.1000
H -5.622 -2.293 -2.794  0.0958
H -6.660 -2.523 -1.430  0.1134
C -0.419 4.232 -4.358  -0.6912
O -0.375 3.197 -5.009  0.0161
N -1.552 4.990 -4.257  0.1620
N 0.660 4.706 -3.674  0.1801
H -1.606 5.840 -3.729  0.0945
H -2.364 4.669 -4.752  0.1061
H 1.507 4.176 -3.729  0.0920
H 0.650 5.549 -3.126  0.0689
C -3.181 -5.746 -2.994  -0.6840
O -3.143 -5.793 -1.778  0.0251
N -3.012 -4.574 -3.686  0.1479
N -3.393 -6.852 -3.768  0.1502
H -3.039 -4.508 -4.686  0.0896
H -2.856 -3.744 -3.140  0.0526
H -3.521 -7.726 -3.292  0.1049
H -3.428 -6.834 -4.769  0.0922
C 4.028 -6.679 3.288  -0.6746
O 3.945 -6.926 2.088  -0.0050
N 3.007 -6.917 4.151  0.1685
N 5.152 -6.148 3.853  0.1578
H 3.048 -6.722 5.137  0.0906
H 2.167 -7.309 3.767  0.1065
H 5.932 -5.967 3.252  0.0940
H 5.235 -5.942 4.831  0.1019
C -8.079 0.510 -3.009  -0.6820
O -8.563 -0.041 -2.039  0.0293
N -6.810 0.220 -3.447  0.1442
N -8.747 1.451 -3.737  0.1530
H -6.377 0.650 -4.241  0.0890
H -6.303 -0.468 -2.922  0.0485
H -9.677 1.682 -3.440  0.1079
H -8.363 1.913 -4.538  0.0925
C 3.590 7.213 4.223  -0.6892
O 2.391 6.993 4.325  -0.0017
N 4.306 6.857 3.122  0.1560
N 4.305 7.833 5.212  0.1444
H 5.288 7.022 3.014  0.0936
H 3.815 6.395 2.382  0.0772
H 3.805 8.107 6.036  0.0996
H 5.287 8.023 5.151  0.0910
C 0.185 -5.478 6.223  -0.6880
O 1.272 -5.465 6.777  0.0140
N 0.016 -5.052 4.934  0.1455
N -0.951 -5.918 6.836  0.1526
H -0.865 -5.055 4.456  0.0914
H 0.831 -4.722 4.452  0.0932
H -0.866 -6.239 7.783  0.1067
H -1.851 -5.937 6.395  0.0941
C -2.329 -0.180 1.961  -0.6838
O -3.541 -0.085 2.008  0.0305
N -1.679 -0.778 0.908  0.1562
N -1.515 0.297 2.949  0.1551
H -0.682 -0.869 0.851  0.0867
H -2.250 -1.144 0.160  0.0581
H -1.958 0.739 3.733  0.1085
H -0.515 0.227 2.931  0.0934

Values from the calculation:
net charge	+1
HOMO	-0.398	hartree
E_tot	-2899.13554	hartree